1.
# C51H51BrOP2RuSi

A molecular structure, C51H51BrOP2RuSi (the ωB97M-V functional and the def2-TZVPD basis, OMol25).

ORCA input file:
```
! wB97M-V def2-TZVPD RIJCOSX def2/J DEFGRID3
* xyz 1 6
Ru 0.453 -0.158 0.247
Br -1.161 -0.746 -2.608
P 0.207 -1.360 2.618
P 2.618 -0.286 -1.200
Si 2.218 0.923 1.776
O -0.687 1.270 -0.404
C -1.941 -1.489 0.969
C 2.462 -2.999 3.164
C 3.465 -1.852 -0.849
C 3.560 1.576 0.633
C -2.532 -3.266 -0.524
C -2.710 2.530 -0.577
C -2.150 2.636 1.873
C -3.930 2.680 -1.234
C 5.298 -3.153 0.008
C -0.973 -1.757 5.075
C -0.649 -2.040 1.133
C 2.797 -3.035 -1.180
C 1.784 2.203 3.057
C -0.545 -2.404 3.919
C -1.867 1.485 -0.999
C 2.427 0.203 -5.754
C -6.542 0.781 -2.782
C -1.745 -3.845 5.971
C 2.548 -0.172 -3.006
C -1.568 -2.477 6.100
C 5.407 3.081 0.181
C 3.721 1.050 -0.662
C 1.767 0.853 -3.541
C 4.670 -2.072 3.355
C 4.422 2.598 1.030
C -5.699 2.048 -2.979
C 4.200 -0.859 2.873
C -3.505 0.841 -2.684
C 4.704 1.538 -1.518
C -2.869 -2.097 0.140
C 4.632 -4.322 -0.325
C -2.295 0.667 -2.047
C -2.298 3.451 0.578
C 3.202 -0.820 -5.227
C -0.979 4.167 0.252
C 2.862 -0.693 2.523
C -1.263 -3.820 -0.389
C -4.353 1.865 -2.278
C 4.719 -1.918 -0.255
C 1.986 -1.782 2.684
C -3.351 4.532 0.837
C 3.804 -3.149 3.481
C -0.328 -3.214 0.428
C -5.463 2.275 -4.478
C -0.742 -3.776 3.787
C -1.334 -4.493 4.813
C 3.380 -4.263 -0.926
C -6.482 3.239 -2.429
C 5.549 2.552 -1.095
C 3.269 -1.008 -3.854
C 1.712 1.043 -4.910
H -0.451 -4.293 2.879
H -1.897 -1.967 6.995
H 1.573 3.159 2.578
H -3.095 2.154 2.134
H 2.866 -5.175 -1.200
H 1.793 -3.836 3.317
H -3.260 -3.748 -1.163
H 3.883 -1.801 -3.449
H 4.316 3.036 2.014
H -4.981 1.417 -4.946
H -6.044 -0.100 -3.187
H -1.075 4.746 -0.668
H 0.664 -3.641 0.541
H 2.379 0.346 -6.825
H 4.889 -0.030 2.757
H 1.201 1.502 -2.880
H -1.377 1.873 1.787
H -0.835 -0.687 5.174
H -3.503 5.168 -0.036
H -3.012 5.169 1.654
H 6.274 -3.200 0.471
H 4.805 1.134 -2.519
H 3.762 -1.471 -5.884
H -1.875 3.300 2.694
H 5.244 -1.008 0.003
H -7.428 3.325 -2.963
H -1.481 -5.560 4.707
H 0.897 1.895 3.611
H 2.597 2.344 3.771
H -1.010 -4.729 -0.918
H -3.850 -1.660 0.017
H 5.711 -2.179 3.631
H 1.106 1.838 -5.322
H -7.501 0.886 -3.292
H -4.312 4.108 1.129
H 6.060 3.878 0.510
H -2.212 -4.409 6.766
H -4.831 3.149 -4.644
H 6.310 2.935 -1.761
H -0.734 4.859 1.059
H -3.777 0.176 -3.491
H -6.711 3.120 -1.369
H 5.089 -5.280 -0.121
H 4.164 -4.101 3.848
H -0.154 3.469 0.133
H -5.939 4.176 -2.563
H -6.414 2.440 -4.985
H 1.825 -2.983 -1.665
H -4.581 3.476 -0.914
H -2.209 -0.588 1.515
H -6.737 0.606 -1.723
*
```

## Properties
LUMO energy (spin up / spin down): -0.0877 / -0.1470 Ha
HOMO level (spin up / spin down): -8.771 / -10.422 eV
expectation value of S²: 8.78
max |F|: 0.7 eV/A

2.
# C51H51N6O5P2Tl

A molecular structure, C51H51N6O5P2Tl (the ωB97M-V functional and the def2-TZVPD basis, OMol25).

ORCA input file:
```
! wB97M-V def2-TZVPD RIJCOSX def2/J DEFGRID3
* xyz -2 1
Tl -0.047 -0.442 -0.560
P -0.639 3.139 1.168
P -3.411 1.659 1.052
O 0.012 -1.401 -3.366
O -2.417 -1.403 -1.779
O 2.800 3.465 -2.593
O -6.166 -3.130 -4.132
O 3.536 2.740 0.494
N 2.001 1.247 3.179
N -0.479 2.234 -2.029
N 2.129 1.829 -1.108
N 2.554 -0.426 0.766
N 1.278 0.171 3.526
N 0.514 -3.186 -0.435
C -2.579 -2.000 3.359
C -0.456 -3.846 0.149
C -0.004 -5.804 -1.204
C 3.481 0.408 0.290
C -3.205 2.819 5.034
C 4.835 0.081 0.284
C -4.964 2.654 0.870
C -1.661 2.160 -2.635
C 5.224 -1.143 0.794
C -6.898 -3.136 -2.927
C -1.661 -1.278 2.608
C -1.302 3.744 3.893
C -0.805 -1.304 -4.267
C 2.882 -4.915 -3.395
C -2.859 -3.324 3.021
C -1.444 4.464 0.162
C 2.293 -3.018 -2.019
C 1.261 -3.777 -1.410
C -4.213 -2.564 -5.313
C 3.976 2.626 3.776
C 1.889 -5.662 -2.828
C 3.045 1.802 -0.158
C 0.547 2.756 -2.694
C -2.048 3.584 5.055
C -0.331 -0.643 -5.556
C -2.894 -1.789 -2.870
C -2.917 -2.101 -5.311
C -0.924 -1.818 1.538
C 2.928 0.553 5.014
C -4.154 0.034 1.488
C -1.217 -3.168 1.248
C -1.690 3.150 2.693
C 0.408 3.297 -3.970
C 3.023 1.503 4.021
C -2.213 -1.731 -4.156
C -0.831 3.246 -4.585
C 1.246 -1.462 5.330
C -2.184 -3.900 1.957
C 1.815 -0.257 4.650
C 2.938 -1.587 1.291
C 0.798 4.164 1.713
C 1.952 2.744 -2.064
C -4.874 -2.654 -4.070
C -0.748 -5.195 -0.251
C 1.060 -5.103 -1.825
C 3.081 -3.575 -2.982
C -3.603 2.225 3.843
C -2.864 2.376 2.676
C 4.262 -1.992 1.326
C -4.255 -2.291 -2.904
C -1.889 2.647 -3.914
H 1.717 -6.687 -3.140
H -2.406 -2.062 -6.266
H 1.562 4.118 0.933
H 3.465 3.592 3.813
H -0.620 0.411 -5.516
H -1.716 4.047 5.977
H -6.923 -2.144 -2.469
H -4.573 -0.003 2.494
H -0.699 4.824 -0.551
H -7.911 -3.443 -3.183
H 0.756 -0.701 -5.589
H -2.449 1.664 -2.070
H -4.723 -2.862 -6.219
H -0.400 4.337 3.933
H -3.090 -1.541 4.203
H 0.524 5.206 1.898
H 1.844 1.665 2.275
H -4.707 3.713 0.797
H -4.947 -0.164 0.765
H -1.564 -5.729 0.209
H -4.506 1.625 3.833
H 2.415 -1.984 -1.714
H -3.602 -3.893 3.568
H 3.857 -2.979 -3.448
H 3.576 0.447 5.871
H -6.479 -3.839 -2.202
H -0.754 -1.071 -6.463
H 4.759 2.624 4.533
H -1.486 -0.237 2.885
H 6.269 -1.431 0.790
H 2.132 -2.200 1.683
H -0.968 3.650 -5.581
H -2.867 2.550 -4.367
H 3.513 -5.342 -4.166
H 4.422 2.541 2.783
H -4.739 -2.355 -1.940
H 0.731 -1.194 6.257
H -5.472 2.359 -0.050
H -5.641 2.513 1.717
H 2.030 -2.180 5.581
H 1.281 3.728 -4.441
H -2.286 4.066 -0.406
H -2.435 -4.923 1.701
H 5.551 0.789 -0.113
H 1.254 3.755 2.614
H -3.788 2.680 5.937
H -1.774 5.295 0.791
H 4.531 -2.948 1.758
H -0.216 -6.826 -1.504
H -3.399 -0.746 1.389
H 0.524 -1.939 4.667
*
```

## Properties
LUMO energy: 0.1556 Ha
HOMO level: -1.002 eV
max |F|: 0.6 eV/A

3.
# C51H52HfN4O2SSbSiTe

A molecular structure, C51H52HfN4O2SSbSiTe (the ωB97M-V functional and the def2-TZVPD basis, OMol25).

ORCA input file:
```
! wB97M-V def2-TZVPD RIJCOSX def2/J DEFGRID3
* xyz 1 1
Hf -0.746 0.787 -0.240
Te -1.229 1.567 3.573
Sb 3.241 -0.143 -0.009
S 1.385 -0.071 -1.417
Si -1.936 0.375 -3.815
O 1.753 -1.813 1.264
O 0.060 -0.361 1.412
N -2.143 -1.202 -0.057
N -0.646 -4.678 -0.180
N 1.571 -5.539 -0.190
N -2.667 2.118 0.327
C -0.898 -5.309 -1.335
C -3.300 -3.221 -0.773
C -0.058 2.852 0.361
C -4.067 0.268 -0.192
C 0.691 -1.431 1.737
C 0.572 -4.831 0.326
C -3.246 -4.404 -1.646
C -2.402 3.016 4.605
C -2.241 -5.238 -1.926
C 3.410 0.395 2.012
C 3.877 1.097 4.649
C -6.417 0.271 0.788
C -4.973 2.268 0.982
C -1.816 -0.067 4.807
C -4.613 -1.666 0.655
C -3.343 -0.790 0.649
C -5.405 -0.482 -0.016
C -1.020 3.807 0.744
C 1.264 3.301 0.285
C 3.871 -3.113 -0.422
C -6.232 1.531 1.183
C -4.734 3.552 1.458
C -3.909 1.629 0.368
C -2.428 3.361 0.799
C 6.052 -4.001 -0.909
C 1.313 -6.157 -1.339
C 0.661 5.513 0.998
C -1.275 1.314 -2.337
C -3.827 0.353 -3.782
C 0.080 -6.079 -1.957
C 4.697 -4.196 -0.678
C 5.709 3.401 -0.735
C 2.486 1.180 2.688
C 4.966 2.395 -0.128
C 4.567 -0.043 2.649
C -4.458 -2.879 -0.191
C -0.666 5.117 1.061
C 4.797 0.312 3.971
C 4.410 -1.833 -0.398
C -3.473 4.109 1.335
C -1.332 -1.410 -3.884
C 4.566 1.398 -2.283
C 1.629 4.603 0.602
C 5.311 2.399 -2.885
C 6.588 -2.721 -0.889
C 2.722 1.528 4.010
C -2.137 -2.311 -0.683
C 5.767 -1.631 -0.636
C 5.881 3.402 -2.110
C 4.393 1.390 -0.900
C -1.368 1.215 -5.390
H 4.112 0.628 -2.897
H 6.189 -0.633 -0.637
H -2.899 -0.168 4.806
H 4.274 -5.192 -0.680
H -3.290 5.107 1.703
H -7.358 -0.223 1.003
H -1.330 -1.764 -4.917
H 4.059 1.371 5.680
H -1.453 0.089 5.819
H 5.287 -0.668 2.132
H 2.666 4.905 0.528
H -4.224 -0.568 -3.345
H 6.694 -4.850 -1.104
H -1.683 2.260 -5.421
H -2.061 3.096 5.634
H 5.444 2.401 -3.958
H -1.368 -0.971 4.401
H 0.932 6.531 1.241
H -5.528 4.113 1.937
H 2.048 2.632 -0.055
H -4.975 -1.928 1.651
H -0.278 1.197 -5.462
H 1.996 2.134 4.534
H -3.715 0.259 -1.224
H -3.050 -0.420 1.636
H 4.839 2.402 0.949
H -0.313 -1.514 -3.502
H 0.780 -4.324 1.260
H -5.846 -0.782 -0.970
H -1.982 -2.082 -3.321
H -3.454 2.747 4.571
H -4.236 1.199 -3.224
H -1.257 -2.547 -1.268
H 6.154 4.181 -0.131
H 1.583 1.523 2.204
H -5.328 -3.514 -0.331
H -2.443 -6.011 -2.658
H -7.018 2.047 1.720
H -2.252 3.969 4.103
H -4.227 0.418 -4.796
H -1.899 2.214 -2.225
H 6.461 4.184 -2.581
H 2.119 -6.737 -1.773
H -0.120 -6.597 -2.884
H 5.694 -0.031 4.470
H 7.643 -2.568 -1.072
H -1.414 5.847 1.341
H -0.292 1.679 -2.672
H -4.186 -4.615 -2.145
H -1.770 0.716 -6.274
H 2.822 -3.274 -0.227
H 0.170 -2.075 2.467
*
```

## Properties
LUMO energy: -0.1005 Ha
HOMO level: -10.008 eV
max |F|: 0.7 eV/A

4.
# C51H52N4O8SiTeV

A molecular structure, C51H52N4O8SiTeV in a non-equilibrium geometry (the ωB97M-V functional and the def2-TZVPD basis, OMol25).

ORCA input file:
```
! wB97M-V def2-TZVPD RIJCOSX def2/J DEFGRID3
* xyz 2 2
Te -0.581 1.529 -2.505
V 0.310 0.267 1.035
Si 1.208 -2.310 2.951
O -0.070 0.930 3.681
O 0.715 -0.996 2.000
O 1.457 3.356 -1.742
O 1.098 2.146 5.155
O -0.643 -1.043 -2.029
O -1.987 0.092 2.081
O 2.315 -1.879 -0.154
O -0.223 2.323 -0.659
N 1.200 2.044 1.606
N 1.307 0.120 -0.282
N -2.892 -1.821 1.205
N -1.185 -0.589 0.129
C -2.305 -2.370 -1.028
C 0.227 -5.035 -0.061
C 3.319 3.826 2.102
C 0.879 -3.894 1.977
C -3.014 -2.600 0.093
C -2.630 1.187 -2.091
C 1.010 2.840 -0.595
C 3.353 -0.966 -4.891
C -3.219 1.395 -0.851
C -2.718 0.436 -4.514
C 2.851 3.660 0.831
C -1.788 6.851 -5.958
C -3.360 0.665 -3.167
C -1.063 3.342 -3.559
C -2.148 5.465 -3.885
C 3.442 -2.632 4.721
C 0.797 1.719 3.941
C -4.702 0.363 -2.959
C 2.912 0.265 -2.876
C 4.028 -2.570 2.324
C 3.397 0.222 -4.174
C 0.416 -3.868 0.663
C -2.610 4.319 -1.747
C -0.287 -3.540 6.629
C -1.921 4.353 -3.087
C 1.599 2.350 2.861
C -0.702 4.619 -5.572
C 2.438 -0.897 -2.275
C 1.103 -5.143 2.561
C -0.451 3.481 -4.820
C -1.398 -2.739 6.846
C -3.657 -2.125 2.415
C 0.906 -6.315 1.847
C 0.141 -2.420 4.516
C -1.757 -1.801 5.890
C -2.028 -0.751 1.190
C -4.547 1.056 -0.663
C 0.483 -6.264 0.526
C -1.001 -1.647 4.736
C 2.431 -2.097 -2.983
C 2.623 3.217 3.156
C 2.861 -2.122 -4.297
C 1.726 2.829 0.601
C -5.288 0.546 -1.719
C 3.081 -1.986 3.379
C 3.321 -0.477 3.476
C 0.469 -3.382 5.478
C 0.454 2.435 -5.423
C -1.317 -1.329 -1.030
C -1.546 5.627 -5.126
C 2.043 -0.929 -0.850
H 3.857 -2.155 1.339
H 3.323 -3.716 4.682
H 2.850 -2.238 5.547
H -3.585 3.835 -1.832
H 1.435 -5.212 3.589
H 2.990 1.173 -2.291
H -3.740 -3.399 0.161
H 4.496 -2.431 4.936
H 4.373 -0.290 3.708
H 5.058 -2.344 2.617
H -4.714 -2.220 2.173
H 3.087 0.014 2.528
H 1.088 -7.271 2.320
H 1.334 -4.016 5.340
H 0.505 1.748 5.810
H -2.656 1.824 -0.032
H 3.819 1.109 -4.629
H -2.818 6.234 -3.517
H -0.221 4.719 -6.539
H -2.781 5.334 -1.394
H -3.300 -3.056 2.856
H -2.632 -1.181 6.045
H -2.633 6.690 -6.631
H -3.519 -1.320 3.127
H 3.312 4.188 0.006
H 0.224 -2.918 0.196
H -0.004 -4.288 7.357
H 3.929 -3.655 2.255
H -3.121 -0.450 -5.001
H -1.293 -0.902 4.013
H 0.347 -7.177 -0.037
H -1.637 0.278 -4.405
H -2.875 1.286 -5.181
H -0.094 1.829 -6.148
H 2.720 -0.033 4.275
H 0.878 1.768 -4.676
H -2.026 3.795 -0.999
H 2.829 -3.045 -4.860
H -1.981 -2.850 7.750
H 4.175 4.455 2.303
H -6.330 0.293 -1.576
H 2.085 -2.993 -2.484
H 2.878 3.409 4.186
H 1.273 2.910 -5.961
H -5.004 1.201 0.308
H -0.919 7.081 -6.571
H -2.021 7.710 -5.333
H -5.286 -0.023 -3.786
H -2.436 -2.951 -1.926
H 2.263 3.880 -1.650
H -0.112 -4.979 -1.089
H 3.728 -0.993 -5.905
*
```

## Properties
LUMO energy (spin up / spin down): -0.2358 / -0.2506 Ha
HOMO level (spin up / spin down): -12.699 / -12.864 eV
expectation value of S²: 0.77
max |F|: 1.9 eV/A

Look up the max |F| of the first one.
0.7 eV/A

Look up the max |F| of the second one.
0.6 eV/A

Which of these has the lowest max |F|?
C51H51N6O5P2Tl